{
  "formula": "C4H5O4P",
  "method": "ωB97M-V/def2-TZVPD",
  "charge": -2,
  "total_energy_ha": -797.64643,
  "e_above_lowest_kcal_mol": 94.0,
  "spin_multiplicity": 1,
  "homo_lumo_gap_ev": 6.05,
  "lumo_energy_ev": 6.566,
  "symbols": ["C", "C", "C", "C", "O", "O", "O", "O", "P", "H", "H", "H", "H", "H"],
  "xyz": [[2.734, -0.998, -0.102], [2.192, 0.251, -0.287], [-1.773, 0.482, 0.721], [-2.211, -0.774, 0.011], [2.753, -2.213, -0.142], [-0.052, 2.607, 0.719], [3.497, -0.079, 0.541], [-0.525, 1.480, -1.502], [-0.460, 1.376, -0.016], [2.449, 0.812, -1.180], [-1.581, 0.326, 1.782], [-3.262, -0.995, 0.260], [-1.618, -1.662, 0.259], [-2.143, -0.613, -1.065]],
  "lowdin_charge": [-0.68, -0.06, -0.40, -0.30, -0.02, -0.47, -0.10, -0.45, 0.38, 0.03, -0.02, 0.03, 0.04, 0.03]
}

---

{
  "formula": "C4H5O4S",
  "method": "ωB97M-V/def2-TZVPD",
  "charge": -1,
  "total_energy_ha": -854.46655,
  "e_above_lowest_kcal_mol": 118.7,
  "spin_multiplicity": 1,
  "homo_lumo_gap_ev": 6.50,
  "lumo_energy_ev": 3.202,
  "symbols": ["C", "C", "C", "C", "O", "O", "O", "O", "S", "H", "H", "H", "H", "H"],
  "xyz": [[-3.305, 0.294, 0.000], [-2.340, -0.429, -0.274], [0.641, 1.272, 0.174], [-1.068, -1.024, -0.420], [1.836, -0.236, -1.500], [3.196, 0.655, 0.353], [1.790, -1.155, 0.856], [-0.761, -2.075, 0.170], [1.930, 0.166, -0.091], [-4.108, 0.854, 0.389], [0.576, 1.660, 1.263], [0.907, 2.052, -0.433], [-0.344, -0.383, -0.960], [1.050, -1.651, 0.472]],
  "lowdin_charge": [0.13, -0.07, -0.28, -0.31, -0.38, -0.37, -0.20, -0.01, 0.46, 0.01, 0.03, -0.06, 0.05, 0.01]
}

---

{
  "formula": "C4H5OP",
  "method": "ωB97M-V/def2-TZVPD",
  "total_energy_ha": -571.80626,
  "e_above_lowest_kcal_mol": 100.9,
  "spin_multiplicity": 1,
  "homo_lumo_gap_ev": [8.21, 8.21],
  "lumo_energy_ev": [-0.804, -0.804],
  "symbols": ["C", "C", "C", "C", "O", "P", "H", "H", "H", "H", "H"],
  "xyz": [[-0.443, -1.169, 0.216], [-0.737, -1.039, -1.111], [0.227, 0.002, 1.046], [0.952, 1.416, 0.540], [0.782, 1.325, -2.464], [0.237, 0.936, -1.178], [-0.775, -1.999, 0.714], [-1.068, -1.533, -1.952], [-0.557, 0.292, 1.872], [1.126, -0.645, 1.566], [0.257, 2.414, 0.751]],
  "lowdin_charge": [-0.24, -0.02, -0.40, -0.22, -0.40, 0.89, 0.06, 0.02, 0.11, 0.14, 0.06]
}

---

{
  "formula": "C4H5P",
  "method": "ωB97M-V/def2-TZVPD",
  "total_energy_ha": -496.58247,
  "e_above_lowest_kcal_mol": 74.2,
  "spin_multiplicity": 1,
  "homo_lumo_gap_ev": [7.28, 6.57],
  "lumo_energy_ev": [-0.563, -1.150],
  "symbols": ["C", "C", "C", "C", "P", "H", "H", "H", "H", "H"],
  "xyz": [[-0.375, 0.285, -0.325], [1.539, -1.235, -0.227], [0.733, -0.336, -0.865], [-1.051, 1.229, 0.317], [-2.341, 1.113, 1.552], [2.332, -1.670, -0.745], [1.518, -1.333, 0.793], [0.972, -0.255, -1.906], [-2.750, -0.019, 1.101], [-0.577, 2.222, 0.304]],
  "lowdin_charge": [-0.06, 0.03, -0.20, -0.53, 0.79, 0.04, 0.03, 0.09, -0.24, 0.05]
}

---

{
  "formula": "C4H5PS",
  "method": "ωB97M-V/def2-TZVPD",
  "total_energy_ha": -894.77897,
  "e_above_lowest_kcal_mol": 72.0,
  "spin_multiplicity": 1,
  "homo_lumo_gap_ev": [7.73, 7.42],
  "lumo_energy_ev": [-1.368, -1.396],
  "symbols": ["C", "C", "C", "C", "P", "S", "H", "H", "H", "H", "H"],
  "xyz": [[1.918, -0.781, -0.134], [0.541, -0.976, -0.050], [2.297, 0.537, -0.090], [-0.177, 0.164, -0.101], [-3.147, 0.469, -0.038], [0.876, 1.537, -0.098], [2.730, -1.458, -0.173], [0.147, -1.919, 0.023], [3.243, 0.900, 0.001], [-3.627, 1.628, -0.884], [-2.568, 1.411, 1.027]],
  "lowdin_charge": [-0.21, -0.26, -0.40, -0.43, 0.59, 0.90, 0.09, 0.07, 0.03, -0.19, -0.17]
}

---

{
  "formula": "C4H6",
  "method": "ωB97M-V/def2-TZVPD",
  "total_energy_ha": -155.83636,
  "e_above_lowest_kcal_mol": 79.3,
  "spin_multiplicity": 1,
  "smiles": "C#CCC",
  "homo_lumo_gap_ev": 10.37,
  "lumo_energy_ev": 0.661,
  "symbols": ["C", "C", "C", "C", "H", "H", "H", "H", "H", "H"],
  "xyz": [[-1.325, 0.891, 1.621], [-0.717, 0.843, 0.576], [-0.188, -0.565, -0.376], [1.085, 0.041, -0.770], [-1.876, 0.904, 2.522], [-0.955, -0.605, -1.147], [-0.195, -1.477, 0.213], [1.677, 0.498, 0.013], [1.053, 0.557, -1.721], [1.441, -1.089, -0.931]],
  "lowdin_charge": [0.04, -0.10, -0.20, -0.19, 0.01, 0.09, 0.09, 0.07, 0.08, 0.11]
}

---

{
  "formula": "C4H6AgLiO2",
  "method": "ωB97M-V/def2-TZVPD",
  "charge": -1,
  "total_energy_ha": -460.77203,
  "e_above_lowest_kcal_mol": 53.4,
  "spin_multiplicity": 2,
  "homo_lumo_gap_ev": [3.85, 4.05],
  "lumo_energy_ev": [2.701, 2.722],
  "symbols": ["O", "Ag", "C", "C", "H", "H", "H", "H", "C", "C", "O", "Li", "H", "H"],
  "xyz": [[1.581, 1.395, 0.692], [-0.329, 2.448, 0.591], [1.664, 0.038, 0.521], [0.600, -0.563, -0.424], [2.651, -0.283, 0.095], [0.770, -0.026, -1.376], [0.874, -1.609, -0.649], [1.582, -0.527, 1.487], [-0.941, -0.616, 0.460], [-1.404, -0.295, -0.859], [-1.730, -0.287, -2.070], [-2.901, 1.699, -0.761], [-0.757, -0.053, 1.384], [-1.661, -1.320, 0.907]],
  "mulliken_spin": [-0.01, 0.07, 0.00, 0.04, 0.00, 0.00, 0.01, 0.00, -0.03, 0.59, 0.21, 0.02, 0.04, 0.06]
}

---

{
  "formula": "C4H6AlO4",
  "method": "ωB97M-V/def2-TZVPD",
  "charge": 1,
  "total_energy_ha": -698.99396,
  "e_above_lowest_kcal_mol": 159.4,
  "spin_multiplicity": 1,
  "homo_lumo_gap_ev": 4.83,
  "lumo_energy_ev": -9.710,
  "symbols": ["Al", "C", "C", "O", "O", "H", "H", "H", "C", "C", "O", "O", "H", "H", "H"],
  "xyz": [[0.658, -1.288, -0.833], [1.630, -1.062, 3.785], [1.256, -1.179, 2.312], [0.601, -0.245, 1.807], [1.758, -2.086, 1.615], [2.541, -1.579, 4.083], [0.835, -1.518, 4.375], [1.823, -0.038, 4.089], [-1.934, 1.768, -3.406], [-1.184, 0.702, -2.541], [-0.427, 1.104, -1.629], [-1.395, -0.521, -2.779], [-1.268, 1.871, -4.265], [-2.020, 2.675, -2.822], [-2.875, 1.396, -3.792]],
  "lowdin_charge": [1.50, 0.05, -0.67, 0.02, 0.01, 0.10, 0.11, 0.10, 0.08, -0.65, 0.01, 0.03, 0.11, 0.10, 0.10]
}

---

{
  "formula": "C4H6BiO",
  "method": "ωB97M-V/def2-TZVPD",
  "total_energy_ha": -445.74123,
  "e_above_lowest_kcal_mol": 0.0,
  "spin_multiplicity": 2,
  "homo_lumo_gap_ev": [7.92, 7.56],
  "lumo_energy_ev": [0.507, -1.122],
  "symbols": ["O", "C", "C", "H", "H", "H", "Bi", "C", "C", "H", "H", "H"],
  "xyz": [[0.085, -0.427, 0.390], [-0.166, 0.317, 1.438], [0.156, 1.622, 1.619], [-0.694, -0.196, 2.264], [0.768, 2.161, 0.889], [-0.233, 2.161, 2.484], [0.347, 0.073, -1.521], [-0.858, 1.883, -1.983], [-0.984, 2.500, -3.174], [-1.362, 2.441, -1.170], [-0.506, 2.116, -4.086], [-1.517, 3.454, -3.317]],
  "mulliken_spin": [0.01, -0.02, 0.04, 0.00, -0.01, 0.00, 0.95, -0.07, 0.10, -0.02, 0.00, 0.00]
}

---

{
  "formula": "C4H6Br2N2",
  "method": "ωB97M-V/def2-TZVPD",
  "total_energy_ha": -5413.55366,
  "e_above_lowest_kcal_mol": 0.0,
  "spin_multiplicity": 1,
  "homo_lumo_gap_ev": 9.54,
  "lumo_energy_ev": 0.508,
  "symbols": ["Br", "Br", "C", "H", "H", "N", "C", "C", "C", "N", "H", "H", "H", "H"],
  "xyz": [[-1.699, 2.452, 1.586], [0.753, 2.672, 3.627], [-0.562, 1.539, 2.824], [-1.186, 1.093, 3.622], [-0.048, 0.713, 2.297], [1.802, -0.960, 1.244], [2.360, 0.240, 1.231], [0.831, -0.916, 0.273], [0.802, 0.322, -0.333], [1.786, 1.046, 0.293], [3.175, 0.576, 1.873], [0.200, -1.779, 0.057], [0.188, 0.741, -1.130], [2.042, 2.016, 0.093]],
  "lowdin_charge": [0.57, 0.57, -1.12, 0.01, -0.03, 0.04, -0.24, -0.18, -0.14, 0.03, 0.12, 0.10, 0.11, 0.16]
}

---

{
  "formula": "C4H6Br2O2",
  "method": "ωB97M-V/def2-TZVPD",
  "total_energy_ha": -5454.37225,
  "e_above_lowest_kcal_mol": 0.0,
  "spin_multiplicity": 3,
  "homo_lumo_gap_ev": [7.74, 8.03],
  "lumo_energy_ev": [0.501, -2.221],
  "symbols": ["C", "C", "C", "C", "O", "O", "Br", "Br", "H", "H", "H", "H", "H", "H"],
  "xyz": [[-2.178, -0.088, -0.777], [0.659, 0.130, 0.878], [1.121, 0.775, -0.455], [-0.141, -1.047, 0.656], [-2.884, -0.630, -1.530], [0.347, -2.089, -0.167], [-2.631, 1.620, 0.104], [1.805, 2.521, -0.305], [1.535, -0.054, 1.571], [0.038, 0.982, 1.292], [1.860, 0.313, -1.179], [0.154, 0.839, -0.981], [-0.879, -1.302, 1.378], [1.195, -1.970, -0.486]],
  "mulliken_spin": [0.43, -0.06, 0.04, 0.85, 0.16, 0.09, 0.41, 0.01, 0.06, 0.01, 0.00, -0.01, 0.02, 0.00]
}

---

{
  "formula": "C4H6BrClO",
  "method": "ωB97M-V/def2-TZVPD",
  "total_energy_ha": -3265.29252,
  "e_above_lowest_kcal_mol": 16.5,
  "spin_multiplicity": 3,
  "homo_lumo_gap_ev": [7.32, 6.59],
  "lumo_energy_ev": [0.628, -3.143],
  "symbols": ["C", "C", "C", "C", "O", "Cl", "Br", "H", "H", "H", "H", "H", "H"],
  "xyz": [[0.038, -1.226, -0.222], [-1.403, -1.078, -0.525], [-0.049, 0.754, 1.264], [0.652, -0.215, 0.677], [0.680, -2.152, -0.699], [2.439, -0.079, 0.601], [1.173, 2.843, -1.465], [-1.874, -0.519, 0.235], [-1.662, -2.174, -0.550], [-1.537, -0.604, -1.503], [-1.085, 0.872, 0.989], [0.309, 1.461, 2.041], [2.318, 2.116, -0.843]],
  "mulliken_spin": [0.46, 0.10, 0.42, -0.03, 0.95, 0.01, 0.00, 0.02, 0.02, 0.02, 0.02, 0.02, 0.00]
}

---

{
  "formula": "C4H6BrN2",
  "method": "ωB97M-V/def2-TZVPD",
  "charge": 1,
  "total_energy_ha": -2839.09823,
  "e_above_lowest_kcal_mol": 117.8,
  "spin_multiplicity": 1,
  "homo_lumo_gap_ev": [7.03, 7.03],
  "lumo_energy_ev": [-6.556, -6.557],
  "symbols": ["C", "C", "C", "C", "N", "N", "Br", "H", "H", "H", "H", "H", "H"],
  "xyz": [[-0.930, 1.235, 0.162], [0.164, 1.874, 0.089], [0.936, -1.239, 0.229], [-1.176, -0.130, -0.493], [1.621, -0.348, -0.350], [-0.417, -1.203, 0.138], [3.375, 0.113, -0.002], [-1.863, 1.579, 0.473], [0.993, 2.413, 0.052], [1.204, -2.100, 0.919], [-2.137, -0.380, -0.395], [-0.776, 0.075, -1.469], [-0.994, -1.889, 0.646]],
  "lowdin_charge": [-0.04, 0.39, -0.31, -0.10, -0.44, 0.03, 0.72, 0.13, 0.05, 0.17, 0.09, 0.14, 0.17]
}

---

{
  "formula": "C4H6BrNO",
  "method": "ωB97M-V/def2-TZVPD",
  "total_energy_ha": -2859.87970,
  "e_above_lowest_kcal_mol": 81.5,
  "spin_multiplicity": 1,
  "homo_lumo_gap_ev": [9.21, 7.39],
  "lumo_energy_ev": [-0.237, -1.931],
  "symbols": ["C", "C", "C", "C", "N", "O", "Br", "H", "H", "H", "H", "H", "H"],
  "xyz": [[-0.450, 0.515, 0.049], [-0.117, -2.407, -1.401], [0.356, 1.911, 0.201], [-0.148, -0.577, 1.073], [-1.489, 0.519, -0.628], [-1.040, -2.226, -2.081], [1.702, -1.811, -1.798], [0.215, 2.209, -0.842], [1.378, 1.804, 0.486], [-0.057, 2.534, 0.899], [0.080, -1.526, 0.562], [0.567, -0.270, 1.804], [-0.998, -0.675, 1.676]],
  "lowdin_charge": [-0.49, -0.60, -0.01, -0.06, 0.21, 0.03, 0.62, 0.07, 0.06, 0.03, 0.01, 0.07, 0.06]
}

---

{
  "formula": "C4H6BrNO2",
  "method": "ωB97M-V/def2-TZVPD",
  "total_energy_ha": -2935.12381,
  "e_above_lowest_kcal_mol": 95.8,
  "spin_multiplicity": 1,
  "smiles": "C=CC/C(Br)=[N+](/[O-])O",
  "homo_lumo_gap_ev": 9.65,
  "lumo_energy_ev": 0.757,
  "symbols": ["C", "C", "C", "C", "Br", "N", "O", "O", "H", "H", "H", "H", "H", "H"],
  "xyz": [[1.078, 0.937, -1.274], [1.131, 1.060, 0.037], [0.080, 0.609, 1.017], [-1.081, -0.063, 0.377], [-2.655, 0.890, -0.007], [-1.081, -1.303, 0.015], [-1.973, -1.961, -0.512], [0.116, -1.986, 0.288], [0.248, 0.488, -1.794], [1.883, 1.288, -1.896], [1.986, 1.526, 0.507], [0.546, -0.079, 1.731], [-0.278, 1.479, 1.572], [0.000, -2.886, -0.062]],
  "lowdin_charge": [0.02, -0.17, -0.22, -0.68, 0.83, -0.37, -0.04, 0.07, 0.06, 0.06, 0.10, 0.12, 0.11, 0.13]
}

---

{
  "formula": "C4H6BrPS",
  "method": "ωB97M-V/def2-TZVPD",
  "total_energy_ha": -3469.50500,
  "e_above_lowest_kcal_mol": 49.3,
  "spin_multiplicity": 1,
  "smiles": "S=P/C=C\\CCBr",
  "homo_lumo_gap_ev": 7.28,
  "lumo_energy_ev": -1.385,
  "symbols": ["S", "P", "C", "C", "C", "C", "Br", "H", "H", "H", "H", "H", "H"],
  "xyz": [[-1.927, 1.912, -4.356], [-1.907, 1.820, -2.419], [-0.243, 1.157, -1.982], [0.101, 0.530, -0.856], [-0.339, 0.399, 0.560], [0.428, -0.589, 1.462], [2.343, -0.116, 1.220], [0.391, 1.241, -2.885], [1.203, 0.169, -0.800], [-0.348, 1.361, 1.184], [-1.375, 0.140, 0.429], [0.249, -0.436, 2.589], [0.197, -1.617, 1.132]],
  "lowdin_charge": [0.08, 0.38, -0.45, -0.24, -0.34, -0.53, 0.64, 0.04, 0.03, 0.14, 0.10, 0.09, 0.07]
}

---

{
  "formula": "C4H6CdF12N2O11S4",
  "method": "ωB97M-V/def2-TZVPD",
  "total_energy_ha": -4051.81794,
  "e_above_lowest_kcal_mol": 111.0,
  "spin_multiplicity": 1,
  "homo_lumo_gap_ev": 5.65,
  "lumo_energy_ev": -4.972,
  "symbols": ["Cd", "C", "F", "F", "F", "S", "O", "O", "N", "S", "O", "O", "C", "F", "F", "F", "C", "F", "F", "F", "S", "O", "O", "N", "S", "O", "O", "C", "F", "F", "F", "O", "H", "H", "O", "H", "H", "O", "H", "H"],
  "xyz": [[0.430, 0.052, -0.310], [-1.764, 3.671, 2.706], [-1.089, 4.423, 1.829], [-1.947, 4.208, 3.900], [-2.977, 3.477, 2.112], [-0.987, 1.924, 2.932], [-0.712, 1.592, 4.309], [-1.928, 0.957, 2.251], [0.503, 2.030, 1.950], [1.565, 2.883, 2.820], [1.046, 3.987, 3.617], [2.695, 2.180, 3.409], [2.506, 3.754, 1.392], [1.682, 4.677, 0.923], [3.631, 4.415, 1.748], [2.765, 2.873, 0.484], [0.161, -4.865, -0.522], [1.305, -4.674, 0.186], [0.456, -4.811, -1.828], [-0.339, -6.075, -0.222], [-1.165, -3.616, 0.045], [-2.460, -4.253, 0.205], [-0.602, -3.027, 1.277], [-1.022, -2.376, -1.143], [-2.057, -2.903, -2.304], [-1.974, -4.334, -2.584], [-3.439, -2.352, -2.171], [-1.406, -2.092, -3.928], [-2.069, -2.623, -4.897], [-1.607, -0.715, -3.930], [-0.084, -2.427, -4.127], [2.085, 0.434, -2.671], [2.321, 1.305, -2.990], [2.657, -0.162, -3.155], [2.822, -1.292, 0.912], [2.934, -1.601, 1.812], [3.696, -1.352, 0.527], [-1.668, 1.946, -1.366], [-2.615, 2.076, -1.317], [-1.351, 2.687, -1.883]],
  "lowdin_charge": [1.61, -0.62, 0.13, 0.17, 0.10, 0.71, -0.28, -0.36, -0.36, 0.58, -0.28, -0.30, -0.71, 0.12, 0.14, 0.13, -0.61, 0.11, 0.12, 0.13, 0.65, -0.26, -0.35, -0.37, 0.62, -0.29, -0.31, -0.61, 0.18, 0.07, 0.08, -0.07, 0.05, 0.05, -0.08, 0.06, 0.04, -0.08, 0.06, 0.04]
}

---

{
  "formula": "C4H6Cl2N2S",
  "method": "ωB97M-V/def2-TZVPD",
  "total_energy_ha": -1584.04253,
  "e_above_lowest_kcal_mol": 0.0,
  "spin_multiplicity": 1,
  "homo_lumo_gap_ev": 8.78,
  "lumo_energy_ev": 0.613,
  "symbols": ["C", "C", "C", "C", "N", "N", "S", "Cl", "Cl", "H", "H", "H", "H", "H", "H"],
  "xyz": [[1.222, 1.438, -0.178], [1.394, -0.497, 0.675], [-0.902, -0.182, 0.187], [-2.105, -0.769, -0.510], [2.248, 2.103, -0.138], [0.195, -1.043, 0.226], [-0.382, 1.448, -0.718], [2.815, -1.237, 0.047], [-1.333, 0.308, 1.854], [1.450, -0.267, 1.732], [-1.842, -1.046, -1.529], [-2.911, -0.041, -0.542], [-2.448, -1.651, 0.028], [2.307, 3.040, -0.519], [0.293, -1.603, -0.615]],
  "lowdin_charge": [-0.67, -0.68, -1.10, -0.14, 0.05, -0.15, 0.90, 0.65, 0.64, 0.07, 0.08, 0.08, 0.09, 0.06, 0.12]
}